Below is 12 unconnected molecules or ions with the total composition C76H156F18N6O15 at a distorted geometry, with properties calculated with ωB97M-V/def2-TZVPD.

Properties
total charge	0
highest occupied orbital energy	-4.98	eV
electronic energy	-6243.1091	hartree
energy above the lowest of the compared OMol25 structures with the same formula, charge and spin	132.66	kcal/mol
LUMO level	-2.12	eV

Last column: Löwdin charge in e.
Atoms and positions in Å:
H -4.83 -6.77 7.33  0.105
H 2.29 4.52 -0.07  0.127
H -2.52 -1.79 5.39  0.061
H 0.03 3.28 8.76  0.120
C 4.91 -0.66 5.93  -0.295
H 4.18 -2.34 -6.70  0.097
H 5.05 1.30 2.24  0.069
H 5.50 -2.08 2.54  0.075
H -7.39 1.84 -1.86  0.088
H 2.36 -5.42 3.76  0.125
H 2.44 1.87 3.45  0.058
H -7.29 -3.29 -2.83  0.137
F -1.86 -6.61 -6.01  0.108
C -7.01 1.06 -1.20  -0.091
H -3.03 -1.83 -4.25  0.084
F -5.36 -1.18 2.47  0.104
H 1.65 -3.09 -10.42  0.128
C -1.64 0.26 2.06  0.036
H 4.33 -1.13 -8.73  0.112
C 4.51 -2.32 2.15  -0.059
H -11.03 0.13 4.40  0.069
C 7.82 -0.05 4.80  -0.513
O 1.28 -4.02 4.54  -0.287
C 1.15 -1.09 1.06  -0.148
H 4.62 6.19 -1.31  0.103
C -2.04 -1.63 4.42  -0.044
H -1.62 -5.10 5.06  0.091
C -0.91 -0.14 -5.67  -0.469
O -7.80 0.47 3.45  -0.135
F -4.48 0.60 1.78  0.070
C 0.99 5.30 8.87  -0.058
H 1.54 -1.51 -9.61  0.125
H 4.46 -4.12 3.28  0.124
F -0.21 6.64 0.88  0.159
H 0.12 -5.04 -9.68  0.116
C 3.74 -3.20 -9.17  -0.096
H -2.24 1.61 -1.94  0.067
F -0.49 -0.42 -4.41  0.103
H 2.20 4.94 -2.53  0.102
C 3.11 -1.49 -5.00  -0.081
O 0.31 0.63 -7.85  -0.225
C -6.94 0.68 2.32  -0.422
H 3.03 5.63 -4.87  0.078
H 3.39 2.35 -4.52  0.074
H 1.00 2.61 6.27  0.084
H -1.73 -2.60 4.04  0.066
H 0.39 2.08 -4.14  0.107
F 1.52 -5.73 1.27  0.112
C -2.69 3.41 -0.64  -0.244
H -0.47 1.76 -6.48  0.120
H 4.74 3.14 -0.14  0.093
H 3.87 -1.76 -4.27  0.080
H 5.73 5.66 2.10  0.130
H 0.06 0.02 -1.92  0.074
H -5.56 -5.24 8.09  0.103
H -5.23 0.24 -3.17  0.123
H -0.37 -2.45 -8.09  0.086
H -2.55 3.97 6.76  0.126
H -9.43 -0.18 5.30  0.069
H 6.28 -0.14 -10.80  0.064
H -1.18 0.34 4.82  0.090
C -0.62 0.10 7.96  -0.080
F 8.78 0.92 4.66  0.086
H -2.64 4.16 -1.43  0.103
C -2.63 -5.48 4.92  0.032
H 2.42 6.60 -2.66  0.110
C 5.13 6.11 1.30  -0.123
H 2.40 6.29 -0.12  0.123
H 3.12 -3.47 -5.87  0.104
H 4.48 4.95 -4.16  0.067
F 8.33 -1.20 4.21  0.078
O 0.23 -5.34 -3.41  -0.132
H -6.17 -2.95 -6.88  0.133
C 3.82 -3.25 3.13  -0.251
H -7.37 0.19 1.44  0.102
C -1.20 5.90 0.47  -0.563
H 3.85 1.04 1.03  0.058
H 6.43 -2.68 -9.18  0.105
H -1.70 3.55 5.30  0.111
C 7.38 -0.13 6.30  -0.455
H 3.83 -1.18 7.84  0.064
H -2.71 -6.56 5.06  0.092
H 0.21 6.44 6.47  0.119
H 0.55 1.37 2.10  0.099
H -6.84 -4.47 -4.77  0.119
C -2.40 -2.79 -0.99  -0.070
F -2.51 -6.25 -4.01  0.143
H 3.24 -0.46 -5.34  0.059
C -2.17 -2.45 -2.49  -0.232
H -3.21 -3.50 -0.82  0.071
C -0.87 -0.61 4.40  -0.118
C 3.44 7.59 2.21  -0.139
C -4.72 -5.93 8.01  0.073
H 3.76 -2.79 4.12  0.093
H 0.48 -5.80 -5.39  0.106
H 1.50 -4.68 -7.27  0.109
C 1.27 2.05 -4.78  -0.272
H -6.83 0.21 -3.71  0.127
H -0.57 -1.99 2.07  0.125
H -2.38 2.08 7.93  0.111
H 2.70 8.12 1.60  0.105
H -1.20 -2.02 -2.72  0.094
C 6.80 -0.86 -10.18  -0.108
H 7.19 0.93 6.48  0.115
C -1.85 1.90 6.99  -0.153
C -2.99 2.02 -1.26  -0.062
H -3.28 -0.66 -3.04  0.094
H -4.71 -1.26 -5.53  0.128
H 5.96 3.42 1.13  0.113
F -2.18 0.41 -5.65  0.073
C 3.85 -1.43 6.78  -0.071
H 4.90 7.97 0.50  0.107
C 0.29 -1.37 2.31  -0.044
H 3.42 8.11 3.17  0.112
C 3.96 3.87 1.76  -0.111
C -7.12 -3.44 -5.02  -0.171
H 0.44 -0.06 8.17  0.103
O -1.53 3.33 0.21  -0.112
H -2.86 -1.43 3.73  0.060
H 4.33 3.91 2.78  0.127
H 0.82 -3.39 -1.79  0.049
C 2.94 6.13 2.32  -0.088
H 3.15 5.78 3.33  0.113
N 3.81 5.33 1.25  -0.130
H 7.72 -1.03 -10.75  0.066
H 5.79 5.91 0.46  0.122
C 0.81 -0.22 -1.17  -0.118
O 2.54 -3.65 2.68  -0.127
H 4.64 0.40 5.86  0.094
H -1.04 4.69 8.54  0.107
H -2.14 -0.68 1.82  0.082
C -1.61 -5.89 -4.91  -0.589
H -3.95 2.20 -1.74  0.059
H -2.94 -5.35 3.88  0.106
C 0.81 3.62 5.92  0.050
H 2.29 -5.51 -3.51  0.124
C -3.62 -4.75 5.87  -0.292
C -9.11 0.01 3.12  -0.301
H -9.74 1.23 4.46  0.071
H 2.49 2.43 -2.99  0.053
F -5.01 0.39 3.85  0.120
F -2.42 6.50 0.70  0.092
C -5.46 0.14 2.62  -0.532
C 1.76 -4.61 3.35  -0.458
C -0.62 5.76 6.29  -0.117
C -1.71 3.39 6.38  -0.014
C 5.90 -2.12 -9.95  -0.229
C 4.84 7.61 1.53  -0.112
H -2.53 -1.86 -0.44  0.059
H 3.80 -1.43 -10.35  0.110
H 3.91 -1.42 2.01  0.042
C 4.96 3.03 0.93  -0.201
H 2.33 -5.31 -8.69  0.135
H -8.10 -3.39 -5.49  0.123
N -0.41 -0.16 2.96  -0.202
H 1.42 -0.93 -1.73  0.081
N -3.54 -5.08 7.39  0.096
H -2.23 1.00 2.60  0.100
C 1.29 -2.56 -9.54  -0.109
H 1.59 -4.97 -1.19  0.072
C -0.11 -6.16 -4.55  -0.441
H 2.17 -1.52 -4.44  0.065
H -7.85 1.12 -0.50  0.071
C 3.00 5.67 -2.67  -0.266
F -0.21 -4.66 1.91  0.120
O 0.09 4.06 1.65  -0.260
C -6.15 -0.34 -3.06  -0.108
C 0.78 -5.43 2.37  -0.591
C 3.71 5.70 -4.02  -0.095
H 1.21 -2.32 -6.71  0.123
H -1.40 5.38 4.08  0.071
H -2.17 -3.40 -3.01  0.093
H -5.05 -3.60 -5.58  0.118
H 4.72 -2.89 1.24  0.081
C -0.09 -2.97 -9.00  -0.098
H -9.65 0.43 2.26  0.116
C 0.06 0.81 -6.51  -0.462
C -5.92 -2.99 -5.82  -0.149
C 1.64 -4.54 -8.34  -0.089
O 6.17 -0.94 6.46  -0.099
H -0.90 6.98 4.46  0.093
C 1.57 -4.17 -1.93  -0.056
H 1.96 0.82 4.79  0.063
H 1.68 4.20 6.21  0.097
C -0.07 4.26 8.30  -0.098
F -1.93 -4.63 -5.28  0.093
H 0.85 -1.68 3.20  0.111
H 0.66 6.33 8.80  0.070
O -7.08 2.11 2.24  -0.284
H -0.06 1.99 3.62  0.093
H -3.58 3.72 -0.09  0.120
H -4.46 -6.29 9.01  0.099
H -5.99 -0.89 -1.04  0.108
H -5.01 -2.55 -1.95  0.107
H -0.98 -0.71 7.33  0.080
H 1.54 -3.93 -4.02  0.088
H 3.56 -3.94 -9.95  0.123
H 1.18 5.23 9.94  0.081
H -0.47 -4.87 -8.01  0.113
H 4.34 4.53 -1.69  0.101
F 0.30 -6.53 2.87  0.166
H -9.06 -1.05 2.88  0.096
H 7.05 -0.26 -9.30  0.068
H -1.33 0.73 1.12  0.088
H 2.51 -3.63 -1.81  0.063
C -0.74 5.94 4.75  -0.069
C 4.81 1.53 1.20  -0.082
C 2.97 5.36 -0.11  -0.030
F -1.12 5.83 -0.88  0.103
C 1.50 -4.78 -3.34  -0.283
H 2.85 0.95 -3.62  0.055
H 2.19 -1.11 -7.45  0.117
O 0.33 -7.47 -4.22  -0.267
H -1.48 -3.23 -0.61  0.063
O 0.29 -0.81 -0.04  -0.197
H 1.38 0.69 -1.01  0.087
C 2.15 -2.17 -7.23  -0.099
C 1.93 0.94 3.70  -0.029
C -3.30 -1.74 -3.20  -0.152
H -3.18 -4.33 7.96  0.173
H -4.71 -3.49 -3.34  0.130
C -7.16 -2.67 -3.72  -0.108
H -6.08 1.35 -0.70  0.070
H 4.31 -3.74 -8.41  0.118
C 3.82 5.45 -1.41  -0.193
C 3.21 -2.44 -6.21  -0.241
H 1.87 5.96 2.42  0.100
H 5.90 -2.63 -10.91  0.105
N -0.43 4.24 6.73  -0.195
C -4.74 -2.45 -3.01  -0.036
H 0.05 -0.93 4.89  0.120
H 0.22 5.71 4.28  0.050
H 2.55 0.20 3.18  0.060
H 0.56 3.67 4.86  0.072
H -2.70 -5.63 7.45  0.153
C -6.70 -0.34 -1.66  -0.232
F 6.82 0.27 3.98  0.089
H 4.26 6.64 -4.11  0.071
H 4.92 -0.99 4.89  0.079
H -6.43 -0.90 -5.64  0.137
N 2.32 -3.11 -8.53  -0.144
H -3.31 1.32 -0.50  0.052
C 2.55 1.94 -3.96  -0.075
C 0.46 1.16 3.17  -0.103
H -2.67 1.33 6.54  0.127
H 1.65 -2.00 0.74  0.131
F -1.10 -1.33 -6.30  0.091
H -1.54 6.11 6.77  0.123
N -5.94 -1.74 -3.73  -0.146
H 5.59 8.12 2.14  0.117
C -5.70 -1.62 -5.26  -0.099
H 3.97 -2.51 6.83  0.070
O 8.33 -0.58 7.25  -0.273
H 1.25 3.06 -5.19  0.109
H 2.02 5.13 8.53  0.075
H 5.54 1.05 0.55  0.089
H 2.88 -1.44 6.27  0.040
O -4.37 -3.86 5.42  0.123
C 4.43 -1.84 -9.56  -0.154
O -0.59 1.24 7.14  -0.238
H 1.88 -0.30 1.20  0.093
H 2.98 3.40 1.78  0.112
H -7.68 -0.80 -1.57  0.111
C -9.94 0.16 4.39  -0.085
O 1.27 1.02 -5.75  -0.128
H -1.15 0.19 8.91  0.096
C -1.15 4.41 1.12  -0.417
H -0.91 -2.82 -9.71  0.122
C 0.23 -4.49 -8.75  -0.155
H -1.89 4.51 1.92  0.113
H -8.13 -2.17 -3.85  0.129

Below is a molecular structure, C14H34BeFO16P2S3 at a distorted geometry, with properties calculated with ωB97M-V/def2-TZVPD.

Properties
total charge	-1
highest occupied orbital energy	-4.80	eV
electronic energy	-3749.3136	hartree
LUMO level	-2.64	eV

Last column: Löwdin charge in e.
Atoms and positions in Å:
C -2.56 4.18 -5.80  -0.217
H 0.82 5.70 2.17  0.079
H -0.69 3.02 -5.39  0.098
H -1.66 2.55 -6.81  0.095
O 0.29 -5.07 -0.67  -0.236
H -1.38 -7.85 0.68  0.096
H -3.37 7.04 4.96  0.089
H -4.83 2.09 -4.17  0.109
H -2.69 -6.64 -2.16  0.088
O 0.30 -7.72 -0.67  -0.214
H -2.33 4.81 -6.66  0.105
H -3.84 3.42 -3.68  0.108
O -6.28 -3.61 3.60  -0.209
H 6.99 -1.72 4.72  0.085
H 8.17 -4.31 2.23  0.111
P 0.37 -6.34 -1.45  0.509
H -3.12 5.38 4.39  0.099
O -1.94 1.38 -3.45  -0.345
H -2.24 -5.77 -3.74  0.086
C 6.68 -3.68 3.77  -0.204
C -4.05 2.76 -4.52  -0.257
H 1.51 7.09 1.67  0.086
C 1.95 -5.48 -3.30  -0.171
O 4.58 -1.35 2.30  -0.344
H 7.19 -4.17 4.60  0.108
H -2.51 9.02 1.81  0.086
C -1.70 2.97 -5.80  -0.211
S -5.14 -3.80 2.74  0.210
O -5.53 -5.07 2.14  -0.237
C -0.30 -7.77 0.61  -0.111
O -2.37 7.39 0.61  -0.207
O -4.92 -2.63 1.92  -0.192
H 5.86 -4.31 3.41  0.111
H 2.53 -4.57 -3.16  0.092
H -1.98 -5.10 -2.19  0.079
F -0.16 1.44 6.13  -0.742
S -2.61 1.64 -4.75  0.721
O -2.92 6.90 3.06  -0.273
H 7.50 -1.96 0.85  0.092
C 0.79 6.76 2.42  -0.098
H -2.38 4.89 -4.99  0.107
O 1.82 -6.34 -2.23  -0.214
O -0.70 -6.74 -2.67  -0.242
H 8.38 -2.75 3.07  0.102
H -4.78 4.55 -5.71  0.111
H 0.04 -6.95 1.26  0.089
C -1.96 -6.06 -2.72  -0.112
S 6.00 -1.26 2.64  0.675
O 6.69 -0.04 2.74  -0.306
H -4.30 3.14 -6.62  0.105
C 6.90 -2.52 1.58  -0.186
O -1.63 5.02 1.66  -0.256
H -1.66 6.48 4.63  0.089
C 6.20 -2.24 4.19  -0.210
H -3.17 9.28 0.15  0.088
H 1.14 6.77 3.45  0.093
H 1.07 -5.14 -3.86  0.084
Be -0.92 -0.69 2.45  0.354
O -0.53 7.30 2.38  -0.231
C 7.65 -3.43 2.62  -0.233
H 0.20 -8.66 1.00  0.089
C -2.72 6.39 4.38  -0.079
H 5.44 -1.98 4.93  0.104
O -3.83 -3.85 3.37  -0.184
H -4.05 8.28 1.19  0.088
O -2.91 0.49 -5.57  -0.335
P -1.84 6.51 1.88  0.504
H 6.18 -3.20 1.13  0.094
C -4.12 3.68 -5.68  -0.194
C -3.02 8.56 0.96  -0.155
H 2.42 -6.13 -4.04  0.088

Below is a molecular structure, C4H23N2O8 at a distorted geometry, with properties calculated with ωB97M-V/def2-TZVPD.

Properties
total charge	-1
highest occupied orbital energy	-5.52	eV
electronic energy	-877.6338	hartree
energy above the lowest of the compared OMol25 structures with the same formula, charge and spin	56.43	kcal/mol
LUMO level	3.26	eV

Last column: Löwdin charge in e.
Atoms and positions in Å:
H 1.91 -0.15 3.39  -0.014
C -0.30 0.81 1.03  -0.273
H -3.00 0.55 0.62  0.099
H 1.61 -0.06 -3.97  0.056
O 1.72 -1.12 -1.71  -0.205
H 0.94 -1.23 -0.76  0.027
C -0.62 -0.70 0.50  -0.325
N 1.72 1.48 -0.29  0.001
H -1.92 2.27 -0.72  0.068
O -1.40 0.38 -2.94  -0.118
H -1.71 -0.31 -3.55  0.039
H 0.15 2.70 -0.11  0.111
H 0.89 -1.66 1.91  0.039
H -1.13 2.32 2.13  0.073
O -0.22 -3.79 -0.68  -0.090
O 0.74 -0.54 -3.87  -0.218
C 0.26 1.61 -0.15  -0.246
H 0.91 -0.84 -2.81  0.012
O -2.54 2.52 0.01  -0.105
H -1.42 -1.21 1.19  0.133
H 2.71 0.79 2.47  -0.009
N -1.43 1.44 1.81  -0.006
O 0.73 -1.53 2.89  -0.082
H 0.61 -3.92 -1.11  -0.004
H 0.43 0.65 1.93  0.129
H -0.19 -1.39 3.02  0.014
H 1.91 0.52 -0.52  0.014
H 2.29 1.76 0.57  0.087
O 2.42 0.67 3.36  -0.074
O 0.49 -1.41 0.33  -0.235
H -0.43 0.32 -3.06  -0.027
H -3.63 1.88 1.49  0.100
H -1.26 -0.54 -0.44  0.119
C -2.73 1.52 1.03  -0.230
H -0.21 1.15 -1.00  0.074
H 1.99 -2.05 -1.66  0.041
H -0.30 -2.88 -0.27  0.025

Below is 3 unconnected molecules or ions with the total composition C30H42BF16IN3O6 at a distorted geometry, with properties calculated with ωB97M-V/def2-TZVPD.

Properties
total charge	+1
highest occupied orbital energy	-11.61	eV
electronic energy	-3704.0788	hartree
LUMO level	-2.54	eV

Last column: Löwdin charge in e.
Atoms and positions in Å:
O -1.45 -4.68 -3.33  -0.021
H 0.59 0.23 0.69  0.143
H -3.23 -2.02 -6.46  0.099
H -4.65 4.32 0.17  0.180
H 3.10 1.91 5.76  0.151
C -1.84 0.31 -3.22  -0.011
C -1.04 -2.68 -0.64  -0.280
F 1.66 -1.88 5.90  0.104
F 4.17 -2.31 6.09  0.088
H -3.72 -2.60 -4.79  0.096
H -1.18 0.16 0.97  0.138
H 0.51 -3.24 -2.16  0.125
C -1.09 -0.59 -2.13  -0.214
C 3.16 1.51 -0.93  -0.073
C 3.95 0.13 -1.22  -0.208
H -1.13 -1.83 -7.00  0.100
C 2.20 -1.56 -0.81  -0.152
F 2.54 -0.80 7.94  0.137
F -0.86 6.30 0.25  0.088
N -0.58 0.34 -1.08  0.091
F -3.32 2.90 -1.57  0.073
H 0.07 -2.61 -5.89  0.096
O -2.16 6.19 -2.29  0.041
C -2.87 4.10 -1.06  -0.423
F 3.50 -0.42 4.27  0.117
H -2.52 -3.55 -5.81  0.105
H 0.47 -4.39 -0.73  0.119
H 3.77 -0.26 -2.26  0.123
H -0.07 -0.77 -5.96  0.099
H 1.76 -1.56 1.35  0.110
H -4.15 5.59 -2.06  0.151
C -0.65 -1.74 -5.98  -0.078
C -0.19 -1.80 0.39  -0.176
O 5.26 -2.18 -0.70  0.084
F -2.28 8.39 -2.22  0.158
F 1.02 -1.53 3.86  0.071
N 3.41 -0.87 -0.26  -0.135
H -3.01 -5.16 1.53  0.074
C 2.40 0.13 4.84  -0.433
C 1.30 -0.91 5.05  -0.293
H -2.17 -2.44 -2.56  0.136
H -3.39 0.80 -0.55  0.037
H -3.13 4.65 -3.10  0.152
H 2.00 1.07 6.79  0.148
C -3.14 5.17 -2.14  -0.044
H -1.25 1.13 -0.99  0.154
H 4.81 -1.62 2.37  0.086
H 1.60 -3.20 0.64  0.125
C 1.37 -2.11 0.43  -0.127
C -2.68 -4.24 0.99  0.101
H 5.67 -1.67 7.22  0.178
F 4.36 -0.13 8.87  0.155
H -3.30 -0.29 0.97  0.081
H -1.13 1.18 -3.43  0.147
H -0.20 -1.04 -2.68  0.159
C -3.56 4.31 0.28  -0.295
O 4.00 0.46 6.78  0.042
F 1.94 1.05 3.94  0.093
C -2.07 -3.54 0.21  -0.108
H 3.70 -3.01 1.96  0.079
F -1.53 3.95 -0.91  0.113
C -2.86 -2.51 -5.50  -0.086
C 3.85 -0.59 7.71  -0.512
H -5.28 -1.67 -1.64  0.116
F -3.24 3.29 1.13  0.082
C -0.36 -0.23 0.28  -0.060
C 4.59 -1.86 7.29  -0.275
O -2.59 0.27 -5.47  0.104
C -1.06 -4.84 -2.20  -0.745
F -3.18 5.44 0.88  0.108
H -0.09 7.54 -1.09  0.177
F -3.39 7.27 -0.75  0.141
H 2.78 1.42 0.13  0.076
C -1.96 -1.81 -1.63  -0.091
C 4.59 -2.41 1.59  0.008
C -1.01 7.41 -0.51  -0.275
C 2.83 0.91 6.10  -0.045
C -2.23 7.30 -1.43  -0.511
H 5.04 0.34 -1.04  0.130
C -3.73 -0.15 -0.06  0.001
H -4.86 -0.08 0.08  0.090
H -2.78 0.78 -2.82  0.125
F -1.14 8.45 0.33  0.110
H 3.84 2.40 -1.05  0.082
H 2.58 -2.45 -1.40  0.134
H -0.57 -2.08 1.43  0.152
C -0.17 -3.78 -1.43  -0.094
H 5.49 -3.10 1.60  0.098
H 0.29 0.77 -1.42  0.149
O -4.53 -2.25 -1.36  0.101
C -2.07 -0.40 -4.59  -0.387
H 0.38 -0.45 5.41  0.177
H 2.29 1.52 -1.66  0.050
C 4.44 -1.83 0.14  -0.417
H 1.63 -0.91 -1.52  0.100
B -3.42 -1.43 -1.02  -0.425
I -1.65 -6.76 -1.31  0.821
N -1.69 -1.77 -4.91  -0.188
F 4.38 -2.85 8.18  0.106

Among the records above, which one has the highest electronic energy?
C4H23N2O8

Among the records above, which one has the highest highest occupied orbital energy?
C14H34BeFO16P2S3